{"formula": "C5H11N2O", "method": "wB97M-V/def2-TZVPD", "gap_ev": 5.965, "de_lowest_ev": 1.807, "charge": -1, "e_homo_ev": -2.3, "species": ["H", "N", "C", "N", "C", "C", "C", "C", "O", "H", "H", "H", "H", "H", "H", "H", "H", "H", "H"], "coordinates": [[1.504, -1.237, 3.835], [1.811, -1.393, 2.866], [1.383, -0.753, 1.818], [0.284, 0.042, 1.808], [-0.271, 0.611, 0.547], [-1.332, -0.344, -0.127], [-1.243, -0.354, -1.681], [-0.742, 1.055, -2.233], [0.467, 0.930, -2.795], [1.943, -1.103, 0.795], [-0.323, 0.218, 2.691], [0.685, 0.821, -0.030], [-0.497, 1.715, 0.537], [-2.366, 0.109, 0.107], [-1.162, -1.308, 0.385], [-2.207, -0.764, -1.983], [-0.480, -1.064, -2.025], [-1.441, 1.376, -3.092], [-0.837, 1.968, -1.523]]}

{"formula": "C5H11N2O", "method": "wB97M-V/def2-TZVPD", "gap_ev": [2.070, 6.863], "de_lowest_ev": 1.927, "charge": -2, "multiplicity": 2, "e_homo_ev": [4.6, 0.1], "species": ["C", "O", "C", "C", "C", "C", "N", "N", "H", "H", "H", "H", "H", "H", "H", "H", "H", "H", "H"], "coordinates": [[-2.593, 0.763, 0.508], [-2.912, 1.265, 1.663], [-0.879, 0.916, 0.309], [-0.313, -0.282, -0.433], [1.183, -0.333, -0.433], [1.785, -1.131, -1.336], [3.148, -1.467, -1.128], [-0.397, 1.082, 1.791], [-2.973, 1.442, -0.220], [-2.704, -0.395, 0.275], [-0.617, 1.845, -0.238], [-0.717, -0.409, -1.397], [-0.654, -1.231, 0.117], [1.720, 0.110, 0.484], [1.319, -1.606, -2.171], [3.765, -1.384, -1.984], [3.515, -0.997, -0.355], [-0.528, 0.170, 2.147], [-1.148, 1.640, 2.401]]}

{"formula": "C5H11N2O", "method": "wB97M-V/def2-TZVPD", "gap_ev": 9.895, "de_lowest_ev": 3.060, "charge": 1, "e_homo_ev": -14.3, "species": ["H", "N", "C", "O", "C", "N", "C", "C", "C", "H", "H", "H", "H", "H", "H", "H", "H", "H", "H"], "coordinates": [[2.314, 2.178, -2.005], [1.447, 1.683, -2.189], [0.938, 1.015, -1.219], [1.550, 0.963, 0.086], [-0.391, 0.367, -1.410], [-0.641, -0.385, -0.178], [-0.183, -1.779, -0.186], [-0.981, 0.272, 0.837], [-0.906, -0.168, 2.270], [2.540, 1.104, 0.013], [-1.033, 1.279, -1.271], [-0.576, -0.025, -2.465], [-0.827, -2.567, 0.314], [-0.085, -1.992, -1.268], [0.839, -2.035, 0.183], [-1.234, 1.348, 0.565], [-1.697, -0.964, 2.554], [-0.972, 0.542, 3.005], [-0.102, -0.836, 2.365]]}